{"formula": "C34H62BHfN6O3Se2", "method": "ωB97M-V/def2-TZVPD", "elements": ["Hf", "C", "C", "C", "C", "C", "C", "C", "C", "C", "N", "N", "B", "N", "N", "C", "C", "C", "C", "C", "C", "C", "C", "C", "N", "N", "C", "C", "C", "C", "C", "C", "C", "C", "C", "H", "H", "H", "H", "H", "H", "H", "H", "H", "H", "H", "H", "H", "H", "H", "H", "H", "H", "H", "H", "H", "H", "H", "H", "H", "H", "H", "H", "H", "H", "H", "H", "H", "H", "H", "H", "H", "H", "H", "H", "H", "H", "H", "H", "H", "H", "O", "C", "C", "C", "O", "C", "Se", "C", "Se", "H", "H", "H", "H", "H", "H", "H", "H", "H", "H", "C", "C", "O", "H", "H", "H", "H", "H", "H"], "xyz": [[0.8044, 0.3381, -0.3816], [0.6825, 3.7205, 4.0834], [1.1040, 2.8314, 2.9151], [2.0818, 1.7545, 3.3805], [-0.1001, 2.2284, 2.2534], [-1.4045, 2.7104, 2.3374], [-2.2038, 1.8157, 1.6460], [-3.6804, 1.9920, 1.4381], [-4.0941, 1.8220, -0.0252], [-4.5304, 1.1245, 2.3739], [-1.3982, 0.8441, 1.1718], [-0.0987, 1.0955, 1.5235], [-1.7465, -0.5577, 0.6302], [-0.6102, -1.5393, 1.0180], [0.3517, -1.8516, 0.0854], [0.9130, -3.0105, 0.4692], [0.3350, -3.4138, 1.6747], [-0.6270, -2.4733, 1.9916], [-1.4840, -2.5176, 3.2223], [-1.6469, -1.1577, 3.9049], [-2.8339, -3.1952, 2.9488], [1.9358, -3.8514, -0.2472], [1.2324, -5.0607, -0.8786], [2.7740, -3.1277, -1.2882], [-1.8124, -0.4571, -0.8983], [-1.1571, 0.6014, -1.4686], [-1.6335, 0.7301, -2.7183], [-2.5727, -0.2712, -2.9550], [-2.6733, -0.9999, -1.7828], [-3.5654, -2.1883, -1.5875], [-2.8326, -3.3688, -0.9498], [-4.8460, -1.8428, -0.8221], [-1.2281, 1.8085, -3.6736], [-0.7961, 3.0717, -2.9366], [-2.3786, 2.1431, -4.6222], [1.5631, 4.0705, 4.6143], [0.1356, 4.5886, 3.7313], [0.0603, 3.1718, 4.7859], [1.6179, 3.4712, 2.1846], [1.5860, 1.0611, 4.0583], [2.4662, 1.2154, 2.5195], [2.9124, 2.2160, 3.9071], [-1.7356, 3.6001, 2.8297], [-3.8804, 3.0342, 1.7135], [-4.0635, 0.7848, -0.3391], [-5.1071, 2.1889, -0.1691], [-3.4374, 2.3960, -0.6744], [-4.4338, 0.0649, 2.1567], [-4.2446, 1.2951, 3.4084], [-5.5758, 1.4011, 2.2659], [-2.7749, -0.9206, 1.0697], [0.5913, -4.2816, 2.2449], [-0.9476, -3.1722, 3.9187], [-2.1900, -0.4518, 3.2859], [-2.1904, -1.2783, 4.8394], [-0.6715, -0.7325, 4.1357], [-3.4821, -2.5800, 2.3328], [-2.6835, -4.1504, 2.4508], [-3.3434, -3.3866, 3.8892], [2.6112, -4.2539, 0.5187], [0.6481, -4.7563, -1.7417], [1.9755, -5.7813, -1.2054], [0.5733, -5.5513, -0.1679], [2.1800, -2.8791, -2.1635], [3.2037, -2.2114, -0.8889], [3.5837, -3.7731, -1.6131], [-3.1208, -0.4448, -3.8573], [-3.8689, -2.4811, -2.5982], [-2.5139, -3.1331, 0.0602], [-3.4942, -4.2315, -0.9061], [-1.9552, -3.6291, -1.5394], [-4.6355, -1.5615, 0.2041], [-5.3662, -1.0224, -1.3089], [-5.4971, -2.7120, -0.8095], [-0.3905, 1.4189, -4.2695], [-1.6321, 3.4870, -2.3768], [0.0139, 2.8653, -2.2396], [-0.4611, 3.8183, -3.6508], [-3.2528, 2.4587, -4.0577], [-2.0893, 2.9575, -5.2792], [-2.6448, 1.2931, -5.2397], [4.0345, 0.8217, -0.6049], [4.5214, 1.0513, -1.9204], [3.6716, 2.0533, -2.7335], [4.6146, 2.7256, -3.7777], [5.2119, 1.8123, -4.6479], [3.1084, 3.1770, -1.8760], [1.8482, 2.7348, -0.3579], [2.5786, 1.3533, -3.5412], [1.7224, -0.2568, -2.7103], [4.3279, 1.5716, -0.0664], [4.4920, 0.0816, -2.4237], [5.5604, 1.3939, -1.8534], [5.3652, 3.3348, -3.2558], [4.0234, 3.3848, -4.4158], [5.8411, 1.2531, -4.1794], [2.5443, 3.8681, -2.5010], [3.9138, 3.7368, -1.3987], [3.0146, 0.9504, -4.4605], [1.7973, 2.0645, -3.8086], [4.5174, -1.1502, 2.4442], [3.0508, -1.4006, 2.1516], [2.5778, -0.5385, 1.0905], [4.8615, -1.8375, 3.2107], [4.6793, -0.1349, 2.7969], [5.1091, -1.3112, 1.5433], [2.4314, -1.2076, 3.0309], [2.9071, -2.4386, 1.8424], [3.3755, -0.3230, 0.5603]], "lowdin_charge": [1.336, -0.062, -0.397, -0.058, -0.262, 0.067, -0.171, -0.326, -0.029, -0.041, 0.007, -0.043, -0.579, 0.019, 0.000, -0.254, 0.041, -0.186, -0.330, -0.032, -0.041, -0.359, -0.044, -0.097, 0.017, -0.043, -0.260, 0.068, -0.180, -0.330, -0.031, -0.043, -0.367, -0.077, -0.058, 0.083, 0.079, 0.090, 0.069, 0.087, 0.035, 0.088, 0.121, 0.143, 0.052, 0.092, 0.080, 0.058, 0.085, 0.087, 0.109, 0.132, 0.142, 0.052, 0.091, 0.081, 0.061, 0.086, 0.086, 0.138, 0.083, 0.086, 0.079, 0.019, 0.043, 0.090, 0.121, 0.144, 0.052, 0.091, 0.085, 0.054, 0.085, 0.087, 0.123, 0.086, -0.026, 0.088, 0.090, 0.085, 0.075, -0.206, -0.211, -0.555, -0.226, -0.033, -0.421, 0.719, -0.439, 0.693, 0.089, 0.112, 0.138, 0.134, 0.139, 0.095, 0.070, 0.071, 0.069, 0.056, -0.046, -0.247, -0.238, 0.089, 0.080, 0.086, 0.120, 0.096, 0.042], "e_above_lowest_kcal_mol": 0.0, "total_charge": 1, "homo_lumo_gap_ha": 0.2923, "homo_energy_ev": -10.617}